1.
51
Properties=species:S:1:pos:R:3:forces:R:3:nbo_charge:R:1 method="wB97M-V/def2-TZVPD" relative_energy_ev=1.8335 homo_energy_ev=-10.0 lumo_ha=-0.012
H -2.1454 0.1104 -0.4995 -0.467 0.175 -1.845 0.51
H 0.7666 -1.4706 -2.2895 0.321 -0.534 0.231 0.51
H 2.4526 -3.2446 -1.7045 0.127 -0.101 -0.325 0.47
H -1.6644 -3.6216 2.1295 -0.367 0.650 0.431 0.47
H -1.4024 -2.1766 1.8785 -0.020 0.286 0.023 0.48
O 1.0176 -1.2316 2.6195 -0.314 -0.959 1.678 -1.01
O -2.0454 0.0844 0.4385 -2.138 -1.775 3.082 -1.00
O -2.9574 2.2994 1.8725 -0.976 -1.315 -0.115 -0.97
O 0.9066 -2.9976 0.5645 1.475 -1.082 0.631 -0.99
H 1.1506 -2.3626 1.2845 -0.466 0.064 -0.171 0.54
H 0.8106 -1.8196 3.4005 0.377 0.823 -1.217 0.49
H -0.4124 -3.3176 -0.5305 -1.010 -0.405 0.038 0.47
H 1.7366 -2.3466 -0.7475 -0.733 0.159 1.144 0.49
H -3.3614 0.8214 -2.2075 0.471 0.150 -0.344 0.50
H -3.8564 1.9014 1.8675 0.627 0.784 0.193 0.46
H -1.1434 2.6374 0.0235 0.810 0.016 1.201 0.48
H 3.0406 0.8514 -0.4705 0.164 0.253 0.553 0.49
O 0.2556 2.6224 1.2525 -1.075 0.849 2.357 -0.96
H 0.5276 1.3234 -3.1285 1.078 -0.280 0.108 0.48
H -1.9674 0.1714 -2.7275 -0.517 0.559 0.332 0.50
H 1.8136 1.9844 -1.4055 -0.626 -2.301 -0.504 0.47
O 2.8096 0.9624 1.4195 1.069 0.821 0.039 -0.97
H -1.0774 -2.6876 -1.6335 -0.232 1.425 -1.544 0.47
H -0.4104 1.7404 2.4095 -1.419 -1.705 1.137 0.50
O -1.7374 2.9064 -0.6525 -0.906 0.091 -1.706 -0.97
H 1.9616 0.5604 1.5125 -0.969 -0.736 0.117 0.50
H -1.3054 2.5604 -1.4475 -0.053 0.255 0.186 0.47
H -0.2344 -1.1146 -3.3135 -0.409 0.138 -0.945 0.48
H -0.2284 0.0484 0.2915 -0.654 0.246 1.133 0.50
O -2.6814 0.1524 -2.0725 -0.204 -0.674 -0.218 -0.96
H -0.7334 1.8144 -3.7385 0.122 0.256 0.647 0.47
H 0.4236 -0.4746 2.8045 -0.304 0.236 -0.218 0.53
H 0.5836 3.1604 1.9945 -0.371 0.111 -0.318 0.49
O -0.1864 -1.2926 -2.3845 0.519 0.041 -0.250 -0.98
O 2.3066 -2.3166 -1.5095 0.867 0.305 -1.358 -0.98
O 3.5756 0.5114 -1.1955 -0.165 0.994 -0.582 -0.98
H 1.6016 -3.7036 0.5625 -0.990 0.773 0.357 0.48
H 0.2316 -0.3956 -0.9655 -0.177 -0.290 -1.394 0.48
H -2.8574 -0.4716 0.7525 2.379 1.286 -0.819 0.50
O -0.3124 1.6714 -2.8665 -1.196 0.089 -1.288 -0.94
H 1.0126 2.5674 0.7165 1.823 -0.367 -1.932 0.52
O 0.6016 -0.1126 -0.1485 1.036 0.499 0.809 -1.01
O -1.2504 -3.3856 -1.0435 0.591 -1.415 1.629 -0.98
H -1.6834 1.0754 3.2085 -1.434 0.601 -0.195 0.50
O -1.8494 -2.7406 2.5215 0.407 -0.847 -0.545 -0.95
H 3.4006 0.5204 2.0365 -0.151 -0.033 -0.011 0.48
O 1.6506 2.8294 -1.0445 1.382 1.494 -0.038 -0.93
H 2.5566 3.1314 -1.2535 -0.470 0.820 0.528 0.48
H -2.5074 1.6264 1.3065 -0.044 0.676 0.115 0.50
H 3.5766 -0.4016 -0.9585 0.104 -1.329 -0.183 0.48
O -0.7594 1.0404 3.0735 3.104 0.224 -0.635 -1.03

***

2.
51
Properties=species:S:1:pos:R:3:forces:R:3:nbo_charge:R:1 method="wB97M-V/def2-TZVPD" relative_energy_ev=7.3790 homo_energy_ev=-10.3 lumo_ha=-0.016
O 2.3544 2.6168 0.0321 -0.708 -2.058 -0.029 -0.99
H -4.6492 1.7449 -3.5705 -3.289 1.484 0.217 0.46
H 1.4118 -4.3655 0.5043 3.806 0.942 -2.475 0.48
H 2.9207 -1.8752 -3.5225 -0.069 0.078 0.780 0.50
H 1.6208 1.2634 2.2376 -1.190 1.209 1.517 0.47
H -2.0802 -3.6427 3.7629 0.047 0.288 -2.808 0.47
H -1.2250 -0.6407 2.4978 -0.740 -2.773 -0.366 0.47
H 3.2860 2.7908 0.2659 -0.609 -0.618 -0.339 0.49
O -2.4035 2.7805 0.9522 -2.432 2.682 0.147 -0.96
H -1.9809 2.0409 0.5675 0.476 -1.306 -1.359 0.50
H 2.1477 -0.1835 -2.1397 -0.630 0.067 2.118 0.47
H -2.9445 1.3595 1.9025 -0.208 5.069 -3.101 0.47
H 3.7695 -0.5038 -0.3685 -0.729 0.502 1.825 0.51
O -3.8262 1.3759 -3.6387 3.319 -1.488 -0.200 -0.94
H -3.3380 -2.3497 -1.0216 0.513 0.885 -1.869 0.47
H 2.1473 -1.5765 1.9874 0.485 -1.363 -0.261 0.45
O 2.2065 -2.4854 -3.6732 -0.731 -2.444 -1.429 -0.98
H 1.8441 -2.9329 -2.8988 0.669 0.556 0.138 0.48
O -0.4252 -2.1632 -1.1442 6.797 -0.480 -3.489 -0.93
O 2.0601 -0.2467 -3.0574 -0.041 1.759 -2.365 -0.97
O -2.9136 0.6388 2.4040 1.150 -4.964 4.737 -0.94
O 1.0585 1.4509 3.0530 0.908 1.631 -0.815 -0.98
O 2.9495 3.4870 -2.4677 1.449 4.820 -6.032 -0.95
H 2.5433 3.5794 -3.4311 1.251 -0.645 3.367 0.47
O -1.9184 -3.5973 4.6608 0.531 -0.065 3.608 -0.95
O 2.9304 -1.6508 2.5726 -1.759 1.844 -0.407 -0.91
H -3.3152 0.5086 -0.7179 -1.775 0.112 0.725 0.47
H -2.1187 0.3653 -1.3673 0.235 0.359 3.214 0.49
H -0.0766 -2.5926 -0.4101 1.465 -1.167 1.912 0.46
O -0.0678 5.3438 0.6168 1.430 2.721 1.777 -0.96
H 3.0755 -0.0462 1.0289 -1.040 -2.634 4.477 0.47
O 3.3814 0.1836 0.2330 2.133 1.521 -6.430 -0.97
H 1.1914 -0.5629 -3.3654 0.698 -0.009 0.899 0.50
H -1.1290 -3.0658 4.8593 -0.590 -0.270 -0.737 0.48
H -1.2424 -2.0265 -0.9270 -7.620 1.890 1.772 0.46
H 2.2327 1.5990 -0.1244 1.137 2.871 0.548 0.49
O -1.5999 -1.5934 2.5040 -1.030 2.308 0.973 -0.98
H -2.0686 0.7106 2.9220 -1.576 0.536 -0.604 0.45
O -2.4358 0.5176 -0.3642 1.644 -0.964 -4.499 -0.96
H -0.5538 4.6608 0.2441 -0.788 -2.014 -1.453 0.48
H -2.3716 -2.8119 -2.1067 -0.393 0.584 -0.353 0.48
H -3.2689 2.9359 0.4528 2.097 -0.447 0.858 0.48
H -2.5550 -1.3858 2.8226 2.361 -0.517 -0.984 0.50
H 0.7654 5.5730 0.1801 -0.668 -0.788 -0.242 0.48
H 2.5633 2.8195 -2.0357 -2.616 -3.915 2.445 0.47
H 2.6998 -4.7889 -0.6383 -1.961 2.662 2.416 0.50
H 1.0768 2.4690 3.2207 0.154 -2.774 -0.876 0.51
H -3.7137 1.1355 -4.5635 -0.004 -0.010 0.086 0.48
O -2.9471 -2.0442 -1.9081 -0.678 -1.585 1.996 -0.95
H 2.6490 -0.8280 3.0293 1.005 -0.500 0.904 0.46
O 2.2825 -3.9914 -0.0516 -1.887 -3.582 0.067 -0.98

***

3.
52
Properties=species:S:1:pos:R:3:forces:R:3:nbo_charge:R:1 method="wB97M-V/def2-TZVPD" charge=+2 homo_energy_ev=-15.9 lumo_ha=-0.175
H -6.0445 -1.3421 1.2320 -2.106 -0.701 -1.876 0.47
H -3.8732 1.7470 -2.0392 -0.350 -0.867 0.057 0.50
O 2.0674 -0.7031 -1.2854 -0.404 -0.101 -0.882 -1.04
O 4.1706 0.3596 0.2649 -1.201 1.430 -0.601 -0.98
H 2.1260 -0.8039 -2.2876 0.266 0.372 1.499 0.54
O 0.5745 -2.8221 -0.0101 -0.896 1.376 -0.918 -0.97
H 2.1575 -0.4477 2.5289 -1.242 -1.173 -0.612 0.52
O -1.1056 1.4617 3.0975 0.464 -0.996 0.860 -0.96
H -3.9524 -0.7354 -4.4020 -0.394 -0.523 0.340 0.50
H -5.1423 -1.9004 2.2682 0.010 -0.671 0.575 0.47
H 2.9066 -0.5399 -0.8046 -0.235 -0.068 -0.781 0.52
H 4.8507 -0.1271 -3.1775 -0.004 0.632 0.198 0.47
O 0.2266 -1.8549 4.5437 0.655 1.127 -1.142 -0.96
H 5.7601 1.0463 -3.4559 -0.099 0.204 0.128 0.49
H 1.9147 1.1335 4.4899 0.368 0.001 -0.553 0.49
O -3.1704 2.2804 -1.6790 -0.368 1.517 -0.606 -0.96
H -2.1509 2.2668 -0.3099 0.940 -1.134 1.046 0.54
O 4.9592 0.8198 -2.9632 0.099 -0.842 -0.175 -0.96
H -1.5391 2.2028 1.2110 0.011 -0.357 -0.577 0.52
H 0.8844 -0.5269 -4.4322 -1.290 0.209 -0.599 0.49
H -0.9071 0.6144 3.5508 -0.288 0.187 -0.973 0.48
Pb -0.1887 -0.3202 -0.0860 0.769 0.282 -0.188 1.65
H -2.2964 -1.1188 -2.6660 0.367 0.765 -0.188 0.52
H -0.5529 -1.5411 4.9635 -1.173 0.594 0.537 0.48
H 4.5810 1.0172 -0.3211 -0.009 -0.216 -0.004 0.51
O -3.9391 -1.1294 -3.5148 1.099 0.949 -0.067 -0.98
H 0.2960 -2.7210 4.8852 0.465 -1.705 0.527 0.49
H -4.6699 -1.7108 -3.3814 -0.898 -0.521 -0.326 0.50
H 0.9256 -3.3541 0.6724 0.635 -1.135 0.959 0.51
H 2.4189 1.0464 0.5461 -1.412 0.730 0.552 0.52
O 1.7319 -0.7210 -4.0851 1.237 -0.205 1.029 -0.96
O -2.4573 -0.8567 1.8893 -1.892 1.607 -1.282 -0.98
O 1.6098 -1.1085 1.9927 -0.054 0.652 0.772 -1.01
O 0.2642 1.8351 -2.1799 -0.625 0.859 1.898 -0.97
H 3.2050 1.6907 3.8666 -0.163 -0.153 -0.094 0.50
H -1.0887 2.0173 3.8770 -0.168 0.908 0.070 0.49
O -5.4170 -1.0955 1.8511 2.038 1.298 1.314 -0.94
H 0.9203 -1.4835 2.5912 0.959 0.447 0.059 0.51
H 0.3355 2.4930 -1.4178 0.024 -1.207 -1.565 0.50
H -3.4746 3.1662 -1.9757 0.584 -0.449 0.361 0.50
O 2.3924 1.2123 3.6412 -0.169 0.092 0.522 -0.98
O -1.5043 -0.5617 -2.4780 0.196 -1.816 1.048 -1.00
H -3.0660 -1.5403 1.4870 0.773 1.299 0.699 0.49
H 1.4062 1.7336 1.5799 0.258 -0.050 0.346 0.52
H 2.3080 -0.9331 -4.8178 0.086 -0.048 -0.328 0.50
H 1.0339 1.9615 -2.7300 0.524 0.107 -0.127 0.50
H -1.5831 0.2430 -2.9557 -0.237 1.234 -0.575 0.50
O 1.4979 1.4440 0.6663 1.071 -0.560 -0.818 -1.00
H 0.2555 -3.3441 -0.7427 0.098 -0.648 -0.085 0.50
H 4.8275 -0.2841 0.4229 1.246 -1.195 0.457 0.50
O -1.5085 1.7880 0.3238 -0.982 1.341 -0.369 -1.05
H -2.9758 0.0469 1.7550 1.419 -2.878 0.459 0.52

***

4.
52
Properties=species:S:1:pos:R:3:forces:R:3:nbo_charge:R:1 method="wB97M-V/def2-TZVPD" relative_energy_ev=5.0651 charge=+1 homo_energy_ev=-13.1 lumo_ha=-0.115
O -2.7511 2.3834 1.2566 -0.250 -0.837 0.309 -1.01
O 2.9975 2.8925 0.4951 -2.127 8.208 -3.873 -0.92
H -0.5918 -1.6456 2.2046 0.519 1.916 1.975 0.53
O -1.0910 2.8276 3.3310 -3.051 -2.661 -1.192 -0.81
H 1.4665 0.3745 -0.5415 0.155 0.544 0.445 0.42
O 2.1999 -2.9199 -1.8865 0.158 -0.114 2.309 -0.99
O -1.2294 0.2954 0.3771 -1.266 -0.454 -0.859 -1.02
H 0.8786 -0.6412 -1.4847 -0.470 2.832 0.079 0.51
H -1.5293 -0.4350 -0.2261 0.619 0.820 1.100 0.51
H -0.8141 -0.0650 1.1763 -0.127 -0.258 -0.090 0.50
H 3.0028 2.0674 0.6518 0.567 -9.248 2.217 0.45
H 0.8083 -3.4546 1.3816 0.284 -0.313 -1.188 0.50
H -4.1853 -0.9638 -1.3491 -1.934 0.676 -1.996 0.49
H 0.1077 3.8430 0.5055 1.737 -0.657 -4.185 0.50
H -1.4193 -0.7419 3.1458 -4.560 -0.056 2.073 0.46
H 2.2602 -4.6564 0.1030 -1.022 -0.881 -0.123 0.48
H -4.6118 2.6857 -1.6268 -2.043 0.395 -1.079 0.48
H -3.1332 2.7689 -1.7192 0.573 0.014 0.094 0.51
H -2.0627 -3.6805 -1.4841 0.029 -2.170 -0.407 0.46
O 0.8132 0.3716 -1.2281 0.588 -3.484 -1.411 -0.94
H -3.4158 2.8657 0.7277 0.512 -0.031 0.080 0.53
O -0.6031 -0.7490 2.7932 4.293 -2.203 -3.633 -0.99
O 3.5404 -0.2573 0.7284 -0.285 -0.148 -0.334 -0.93
H 1.6041 -2.8205 -2.6092 -0.260 0.251 -1.333 0.50
O -1.6669 -2.8740 -1.2284 -2.254 2.224 0.107 -0.99
H 3.1248 -4.2925 1.0986 -0.240 -0.771 1.222 0.46
H -0.0262 2.2221 -1.7933 1.158 -0.190 -0.795 0.49
H 2.7040 0.0470 0.3334 0.829 -0.648 0.307 0.44
H 3.8020 -1.0423 0.2096 -0.305 0.607 0.189 0.49
H -2.5792 -2.3660 -1.1824 2.643 -0.362 0.188 0.48
H -2.7417 1.4833 0.8302 0.508 0.976 0.479 0.53
H -0.4742 -2.5202 -3.0111 -0.507 -0.119 0.418 0.49
H -0.4746 5.0630 1.3509 0.683 -2.119 -0.670 0.50
O -0.2748 4.0786 1.2795 -2.438 2.680 4.670 -0.97
O 0.0552 -3.3198 1.9512 -0.521 0.643 -0.224 -0.94
H -0.5157 -1.2796 -3.9518 1.645 -1.275 1.422 0.50
H 3.0921 -3.1000 -2.1524 0.330 -0.048 -0.805 0.48
H 4.3291 1.4915 -1.5462 0.458 -0.194 -0.517 0.47
H -4.1251 -1.6492 0.0192 -0.244 0.113 -0.055 0.50
O -3.8518 2.5190 -1.1285 1.439 -0.350 0.795 -0.97
H 0.5246 -3.4824 2.7564 -0.040 -0.217 1.426 0.48
O 0.0942 -1.8208 -3.3385 -1.233 1.459 -1.651 -0.98
H -1.4327 2.8760 2.2654 -0.167 1.023 0.979 0.60
H -1.9817 2.5053 3.8052 2.407 1.031 -1.197 0.55
O 2.3418 -4.8905 1.0492 1.296 1.848 -1.291 -0.93
H -1.0805 1.7651 -0.9034 0.101 0.997 -0.416 0.50
H -0.6323 1.9604 3.1423 0.294 0.506 0.853 0.55
H 3.5488 3.3609 1.0570 1.653 1.041 1.691 0.48
O -0.8641 2.5354 -1.4967 -1.348 -0.643 1.279 -1.00
O -3.6326 -1.1537 -0.6429 1.678 -0.605 2.062 -0.94
H 5.5182 0.5324 -1.3990 -0.805 0.841 -1.275 0.47
O 4.9777 1.0058 -2.0961 0.345 -0.590 1.830 -0.94

***

5.
52
Properties=species:S:1:pos:R:3:forces:R:3:nbo_charge:R:1 method="wB97M-V/def2-TZVPD" relative_energy_ev=4.2792 charge=+1 homo_energy_ev=-12.1 lumo_ha=-0.111
H -1.9030 -2.5833 -1.3333 0.315 0.070 0.079 0.47
H -1.2904 -2.0773 1.0883 0.200 2.768 0.325 0.56
H 3.3385 -0.4061 -0.9210 0.629 0.123 -0.120 0.50
H -2.6745 -2.5064 -2.6275 -0.300 0.365 -0.416 0.48
H -1.5610 0.9620 2.5727 -0.648 0.403 -0.565 0.48
H -0.6573 1.2717 -1.9136 -1.235 -0.905 0.436 0.50
H 2.8089 -4.5993 -0.3883 -1.362 -0.206 -0.276 0.50
H 0.5147 -1.9095 -0.4957 0.201 0.787 -0.082 0.49
O -2.7378 -2.8314 -1.7332 -0.083 -0.448 0.399 -0.96
H 1.3377 -5.2060 -0.3769 0.202 -0.723 0.199 0.50
H 3.3594 -1.8550 -0.2895 0.807 0.141 -0.398 0.47
O -0.3613 0.3534 -4.6884 0.298 -1.853 -1.234 -0.92
H -0.7595 -0.5827 0.8600 0.390 -0.092 -0.499 0.51
O 1.7040 -0.9944 1.5661 0.504 -1.719 -0.007 -0.99
H -3.2880 2.7090 1.5739 -0.214 0.088 0.075 0.47
H -4.2653 0.3632 -3.0280 -0.197 -0.086 -0.047 0.46
O -3.2245 2.5327 0.6334 0.440 -0.554 0.079 -0.95
H -1.3751 2.2717 3.4333 0.101 -0.437 -0.274 0.51
H 2.6294 2.2526 1.4182 -0.036 0.422 0.290 0.49
H 1.6875 1.4539 -0.3880 0.329 -0.181 -0.818 0.48
O -1.4525 0.6837 -1.7439 0.421 1.780 0.432 -0.98
H -2.0060 -1.9664 4.1313 0.269 0.354 0.054 0.52
H 0.8019 -1.1369 3.3956 0.995 -0.788 -0.735 0.52
H 0.2991 1.3423 -0.0066 0.006 -0.334 -1.168 0.46
H 0.3923 0.3295 3.3456 0.737 -1.145 1.882 0.53
H -0.3330 0.3404 -3.7479 -0.429 0.047 1.379 0.46
H 1.8485 2.4992 -4.9966 -1.033 -0.502 -1.139 0.51
H 1.3499 1.0129 -4.2326 -1.264 -0.352 -1.759 0.51
O 1.2709 4.3454 1.4493 -0.439 1.094 0.451 -0.97
O -3.5902 -0.2737 -3.2770 2.266 1.503 0.121 -0.97
O 3.3134 1.6239 1.1781 0.007 -0.294 -0.381 -0.98
O 2.8228 -1.1746 -0.6945 -0.738 -0.497 -0.451 -0.96
O 0.6255 -0.4322 4.0140 -1.683 2.004 -0.760 -0.85
O 0.8602 1.1400 -0.7962 0.217 0.750 2.194 -0.94
O -1.7107 -1.0569 3.9509 -0.416 0.135 -1.379 -0.91
H 4.0908 2.1414 0.9302 -0.155 -0.049 0.110 0.50
H -1.7421 -0.9068 2.8782 0.272 -1.018 1.759 0.53
H -2.0138 1.2294 -1.1331 0.470 -0.731 -0.816 0.49
H 2.0742 4.6906 1.0430 -0.043 0.050 -0.072 0.48
H 2.0952 -1.8066 1.1417 -1.343 0.924 0.921 0.48
H 0.8312 5.1678 1.7934 0.566 -1.244 -0.434 0.49
H -3.4746 3.3480 0.2069 -0.180 0.436 -0.224 0.49
H -2.7182 0.2680 -3.1448 -2.267 -1.558 -0.243 0.49
H 2.3592 -0.3892 1.2159 0.098 0.905 0.095 0.50
H -0.5747 -0.6984 4.2396 0.137 -0.521 -0.289 0.52
H -0.1806 -0.5982 -4.9027 -0.437 1.195 -0.031 0.48
O -0.1338 -2.5995 -0.3541 0.677 -1.457 -0.513 -1.00
O 1.8563 -4.4343 -0.5878 1.352 0.472 0.057 -0.98
H 0.4203 -3.3799 -0.6453 -0.892 0.954 0.478 0.51
O -1.1196 1.3418 3.3268 0.471 0.814 0.265 -0.97
O -1.3551 -1.0866 1.4099 -0.833 -2.250 0.247 -0.99
O 1.8109 1.8173 -4.3499 2.850 1.358 2.804 -1.04